No. 1
Formula: C2H2ClF2NO2
Source: the Open Molecules 2025 dataset
Level of theory: wB97M-V/def2-TZVPD

Results
Gap between HOMO and LUMO in eV: 11.323
Molar mass in u: 145.49
HOMO level in eV: -11.933
Energy relative to the best compared isomer or geometry (same formula, charge and spin) in kcal/mol: 50.7
SMILES string: O=[N+]([O-])[C@@](F)(Cl)CF

XYZ file:
```
10
Properties=species:S:1:pos:R:3:forces:R:3
O 0.462492 0.860831 1.740231 0.610 0.772 0.504
Cl -1.791135 1.228529 -0.410288 1.023 -0.832 0.442
C -0.595348 -0.072620 -0.067825 -1.659 -1.645 -1.492
F -1.260679 -1.325420 -0.341374 1.768 2.799 0.458
H 0.369064 0.207584 -2.064723 0.570 -0.398 2.888
O -0.528770 -1.044593 1.976701 0.040 -0.708 1.322
C 0.654139 0.128164 -0.887687 -0.129 -1.437 -4.078
H 1.222750 0.947711 -0.617080 0.064 2.430 0.630
F 1.640476 -0.847696 -0.707241 -1.161 -0.536 0.031
N -0.172988 -0.082489 1.379285 -1.127 -0.445 -0.705
```
Forces are in eV/Å.


No. 2
Formula: C2H2ClFO
Source: the Open Molecules 2025 dataset
Level of theory: wB97M-V/def2-TZVPD

Results
Gap between HOMO and LUMO in eV: 9.397
Molar mass in u: 96.49
HOMO level in eV: -10.651
Energy relative to the best compared isomer or geometry (same formula, charge and spin) in kcal/mol: 82.0

XYZ file:
```
7
Properties=species:S:1:pos:R:3:forces:R:3
Cl 1.159065 -1.551384 -0.176707 0.253 -0.528 -0.400
C 0.601497 0.062289 0.237599 -5.245 -4.230 4.946
C -0.929167 0.196254 -0.227810 -2.842 -4.914 -1.724
H -0.874490 1.279353 -1.082340 -1.341 -3.218 2.606
O -1.855308 -0.915644 -0.024491 6.486 8.823 -1.450
H 0.486083 -0.002158 1.429607 0.527 0.555 -2.328
F 1.412318 0.931289 -0.155860 2.162 3.510 -1.649
```
Forces are in eV/Å.


No. 3
Formula: C2H2ClFOS
Source: the Open Molecules 2025 dataset
Level of theory: wB97M-V/def2-TZVPD

Results
Gap between HOMO and LUMO in eV: 9.306
Molar mass in u: 128.56
HOMO level in eV: -9.558
Energy relative to the best compared isomer or geometry (same formula, charge and spin) in kcal/mol: 3.7
SMILES string: OC(=S)[C@@H](F)Cl

XYZ file:
```
8
Properties=species:S:1:pos:R:3:forces:R:3
H 1.257143 -0.663076 1.192346 -0.367 0.498 0.021
C 0.419554 -0.725901 0.495037 0.150 1.308 -1.709
S 0.949248 1.920958 -0.234974 -0.815 -0.478 -0.124
C -0.079950 0.655517 -0.142405 1.793 -1.037 0.988
O -1.336670 0.546901 -0.527851 0.159 0.850 -0.434
H -1.574701 1.391893 -0.974509 0.059 -0.549 0.324
Cl 0.995840 -1.792494 -0.809388 0.312 0.106 -0.436
F -0.630464 -1.333798 1.001744 -1.291 -0.697 1.370
```
Forces are in eV/Å.


No. 4
Formula: C2H2ClIO
Source: the Open Molecules 2025 dataset
Level of theory: wB97M-V/def2-TZVPD

Results
Gap between HOMO and LUMO in eV: 8.699
Molar mass in u: 204.39
HOMO level in eV: -8.804
Energy relative to the best compared isomer or geometry (same formula, charge and spin) in kcal/mol: 14.6

XYZ file:
```
7
Properties=species:S:1:pos:R:3:forces:R:3
H 2.247202 0.254607 -1.154525 0.113 -0.057 0.103
Cl 1.333702 0.546408 -1.995534 0.016 0.088 -0.225
H -1.188393 1.059205 -0.146180 -0.235 -1.460 0.590
I -2.522351 -1.316733 0.751386 -0.508 -0.204 -0.034
C -1.066345 0.066737 0.374541 -1.544 2.288 -1.200
O 1.119196 -0.450797 1.278836 1.118 -0.062 0.590
C 0.076988 -0.159427 0.891477 1.040 -0.594 0.176
```
Forces are in eV/Å.


No. 5
Formula: C2H2ClN
Source: the Open Molecules 2025 dataset
Level of theory: wB97M-V/def2-TZVPD

Results
Gap between HOMO and LUMO (alpha / beta) in eV: 7.211 / 9.128
Molar mass in u: 75.50
HOMO level (alpha / beta) in eV: -6.336 / -10.755
Energy relative to the best compared isomer or geometry (same formula, charge and spin) in kcal/mol: 11.1
⟨S²⟩: 2.011
Spin multiplicity: 3

XYZ file:
```
6
Properties=species:S:1:pos:R:3:forces:R:3
H 1.859616 0.196171 -0.723232 -1.142 -0.525 -0.082
C 1.026596 -0.112263 -0.061493 9.394 0.826 4.595
Cl -2.778579 -0.331311 -0.046234 -1.276 -0.220 -0.481
N -0.199171 -0.091895 -0.241380 -6.122 -1.087 -2.841
H 1.350389 -0.072036 1.102114 -0.597 0.081 -2.618
C -1.258849 0.411334 -0.029775 -0.258 0.925 1.427
```
Forces are in eV/Å.


No. 6
Formula: C2H2ClN3O
Source: the Open Molecules 2025 dataset
Level of theory: wB97M-V/def2-TZVPD

Results
Gap between HOMO and LUMO in eV: 9.022
Molar mass in u: 119.51
HOMO level in eV: -9.465
Energy relative to the best compared isomer or geometry (same formula, charge and spin) in kcal/mol: 71.9

XYZ file:
```
9
Properties=species:S:1:pos:R:3:forces:R:3
H 2.353930 0.507371 -3.014603 -0.705 -0.538 0.304
H -2.436375 -1.384341 0.290580 0.998 -0.130 1.066
Cl -1.203497 1.527676 -0.676050 0.615 -0.302 -0.235
C 1.642673 0.041189 -2.313288 -0.273 0.786 -0.011
N -0.721351 0.211312 -1.753224 0.542 -0.174 -0.683
N -1.808614 -1.612142 1.083985 -1.293 0.051 -1.396
N 0.485085 0.235663 -2.088771 -0.205 0.231 0.640
O -0.136262 -0.467589 2.286500 -0.191 0.210 -0.360
C -0.975624 -0.932256 1.621558 0.512 -0.133 0.676
```
Forces are in eV/Å.


No. 7
Formula: C2H2ClN3O
Source: the Open Molecules 2025 dataset
Level of theory: wB97M-V/def2-TZVPD

Results
Gap between HOMO and LUMO in eV: 9.664
Molar mass in u: 119.51
HOMO level in eV: -9.959
Energy relative to the best compared isomer or geometry (same formula, charge and spin) in kcal/mol: 124.4

XYZ file:
```
9
Properties=species:S:1:pos:R:3:forces:R:3
N 0.207176 2.546265 0.807714 -1.218 0.796 1.767
H -0.960717 1.211678 2.067056 1.657 0.650 -1.558
C -0.189526 1.413284 1.235179 -1.883 -3.128 1.388
O 0.993630 2.328324 -0.186071 2.466 1.275 -2.785
H 1.188608 -1.821685 -0.509148 -2.252 1.861 1.455
N 1.150610 1.003579 -0.506449 0.662 0.984 -0.645
Cl -0.808941 -1.554650 -1.399884 -0.566 0.287 -0.553
C 0.447814 0.433049 0.354594 -1.699 -4.910 -0.087
N 0.228581 -1.441890 -0.069219 2.833 2.184 1.017
```
Forces are in eV/Å.


No. 8
Formula: C2H2ClNO2
Source: the Open Molecules 2025 dataset
Level of theory: wB97M-V/def2-TZVPD

Results
Gap between HOMO and LUMO (alpha / beta) in eV: 7.656 / 8.957
Molar mass in u: 107.50
HOMO level (alpha / beta) in eV: -8.410 / -9.413
Energy relative to the best compared isomer or geometry (same formula, charge and spin) in kcal/mol: 124.5

XYZ file:
```
8
Properties=species:S:1:pos:R:3:forces:R:3
O -0.562554 -0.246549 -1.119562 0.372 -0.479 -0.820
N -0.489944 0.366335 -0.072633 -0.795 0.226 -0.142
H -0.738666 1.921692 1.214483 0.793 -0.521 2.418
Cl 1.184110 -1.082951 1.057954 1.160 0.333 2.381
O 1.427803 -2.954809 -0.701324 1.017 -2.247 -0.867
H -1.098027 2.407560 -0.296552 -0.185 -0.532 -1.638
C 1.016305 -1.959117 -0.331743 -1.585 1.370 -0.915
C -0.739027 1.547839 0.249377 -0.777 1.850 -0.418
```
Forces are in eV/Å.


No. 9
Formula: C2H2ClO3
Source: the Open Molecules 2025 dataset
Level of theory: wB97M-V/def2-TZVPD

Results
Gap between HOMO and LUMO in eV: 4.831
Molar mass in u: 109.49
HOMO level in eV: -1.717
Energy relative to the best compared isomer or geometry (same formula, charge and spin) in kcal/mol: 55.0
Total charge: -1

XYZ file:
```
8
Properties=species:S:1:pos:R:3:forces:R:3
O -1.733115 1.665469 1.106263 -0.538 0.158 -0.415
O -0.154816 -0.437923 -0.563940 0.080 0.313 0.355
H -0.525892 0.354674 -0.966146 0.119 -0.314 -0.124
H 0.823877 -2.086754 -1.121792 0.101 0.609 -0.082
O -0.370588 0.758485 2.728987 0.233 -0.387 0.534
C -1.057406 1.175495 1.903077 0.375 0.143 -0.217
C 0.629814 -1.085690 -1.581866 -0.957 -0.719 -0.307
Cl 2.388126 -0.343757 -1.504583 0.587 0.197 0.256
```
Forces are in eV/Å.


No. 10
Formula: C2H2ClO3S
Source: the Open Molecules 2025 dataset
Level of theory: wB97M-V/def2-TZVPD

Results
Gap between HOMO and LUMO in eV: 6.800
Molar mass in u: 141.56
HOMO level in eV: -3.170
Energy relative to the best compared isomer or geometry (same formula, charge and spin) in kcal/mol: 39.4
Total charge: -1

XYZ file:
```
9
Properties=species:S:1:pos:R:3:forces:R:3
O 2.569412 0.616648 1.482564 0.455 0.655 0.349
O 2.470771 0.265213 -1.059930 0.048 1.400 -2.308
Cl -0.272252 1.514988 -1.262729 -0.719 1.522 -1.018
H 0.617371 0.817941 0.800622 -0.185 -0.660 -1.147
C 0.250807 0.308797 -0.139434 -1.588 -2.058 1.516
S 2.869296 -0.343560 0.381124 0.356 -1.234 1.907
H -0.728005 -0.315019 0.129633 2.444 0.957 -0.668
C 1.344186 -0.504750 -0.840433 -0.967 -5.999 -0.416
O 1.178583 -1.736207 -1.432688 0.156 5.416 1.785
```
Forces are in eV/Å.


No. 11
Formula: C2H2ClP
Source: the Open Molecules 2025 dataset
Level of theory: wB97M-V/def2-TZVPD

Results
Gap between HOMO and LUMO in eV: 8.783
Molar mass in u: 92.46
HOMO level in eV: -8.794
Energy relative to the best compared isomer or geometry (same formula, charge and spin) in kcal/mol: 40.4
SMILES string: ClC1=PC1

XYZ file:
```
6
Properties=species:S:1:pos:R:3:forces:R:3
C -1.989473 0.386721 0.012721 4.480 2.079 0.775
Cl -3.185017 -0.741875 0.010434 -0.611 -0.416 0.022
H 0.367053 0.234046 0.864630 -0.569 -0.795 0.003
P -1.252898 1.896428 0.006002 -2.195 -0.519 0.044
C -0.343932 0.317503 0.042008 -1.502 0.200 -2.155
H 0.003285 0.160725 -1.008574 0.397 -0.549 1.312
```
Forces are in eV/Å.


No. 12
Formula: C2H2CrFO2
Source: the Open Molecules 2025 dataset
Level of theory: wB97M-V/def2-TZVPD

Results
Gap between HOMO and LUMO (alpha / beta) in eV: 6.523 / 8.455
Molar mass in u: 129.03
HOMO level (alpha / beta) in eV: -7.435 / -8.996
Energy relative to the best compared isomer or geometry (same formula, charge and spin) in kcal/mol: 187.5
⟨S²⟩: 8.756
Spin multiplicity: 6

XYZ file:
```
8
Properties=species:S:1:pos:R:3:forces:R:3
C -0.947891 0.524373 2.434923 0.072 -0.920 -1.245
F 1.186061 -0.583866 2.743477 0.081 -0.755 -0.910
H -1.075354 1.020130 0.760116 1.691 -0.578 -1.378
O 0.457440 -0.176389 0.199347 0.079 0.373 0.498
C 0.044092 -0.226957 2.253578 -0.865 2.215 0.111
O -0.386114 0.922904 -0.266784 -1.323 -0.341 2.960
Cr -0.432096 -0.471887 -1.722709 -0.012 -0.079 0.210
H -1.710528 0.726768 3.171874 0.277 0.086 -0.246
```
Forces are in eV/Å.


Total energy per entry: -942.4341, -712.5488, -1110.8746, -910.4888, -592.1571, -776.9737, -776.8899, -742.6381, -763.3244, -1161.4972, -878.8444, -1371.8900 Ha